Below is a structure of composition C16H43N3O6V, with properties calculated with the ωB97M-V functional and the def2-TZVPD basis.

```
69
Properties=species:S:1:pos:R:3:forces:R:3:nbo_charge:R:1
O -1.018 -12.690 15.961 0.281 0.659 1.262 -0.612
V -0.766 -12.167 17.444 -2.556 -4.608 -0.517 1.590
C 1.478 -15.433 19.474 -0.110 -0.046 -0.382 -0.628
C 0.356 -15.187 18.437 -0.466 0.964 -1.089 -0.043
O -0.503 -14.135 18.722 -0.024 2.522 -0.330 -0.841
H 1.807 -16.473 19.525 -0.083 -0.072 -0.172 0.199
H 1.192 -15.145 20.486 -0.292 0.092 -0.103 0.213
H 2.356 -14.845 19.199 0.051 -0.043 0.182 0.165
H -0.257 -16.067 18.192 0.178 -0.407 0.586 0.146
H 0.764 -14.930 17.443 0.844 -0.511 -0.014 0.110
C -4.564 -11.939 16.498 -0.582 -0.165 -0.311 -0.634
C -3.922 -11.626 17.863 1.109 1.259 -0.595 -0.025
O -2.780 -12.322 18.212 1.945 0.206 -0.533 -0.827
H -5.455 -11.324 16.329 -0.187 -0.012 0.424 0.191
H -4.871 -12.976 16.347 0.060 -0.100 0.387 0.206
H -3.982 -11.702 15.602 0.718 0.021 0.425 0.194
H -4.634 -11.583 18.696 -0.386 -0.761 -0.121 0.152
H -3.662 -10.551 17.802 -0.151 0.363 -0.279 0.086
C 2.256 -11.704 12.838 -0.730 0.319 0.469 -0.621
C 0.995 -12.453 13.199 -1.069 -0.365 0.073 -0.089
C 0.209 -12.994 12.018 -0.701 -0.994 -0.472 -0.072
O -1.075 -13.420 12.512 0.747 0.928 0.446 -0.553
C -2.052 -13.570 11.535 -0.614 0.707 -0.213 -0.248
N 1.198 -13.551 14.165 0.169 0.363 -0.452 -0.841
H 2.787 -12.238 12.052 0.435 0.219 0.165 0.211
H 2.814 -11.537 13.760 0.467 -0.404 -0.184 0.214
H 1.985 -10.690 12.536 0.083 -0.114 -0.532 0.214
H 0.233 -11.807 13.643 0.443 0.262 0.413 0.207
H 0.654 -13.915 11.622 0.517 0.176 -0.243 0.163
H 0.061 -12.297 11.187 0.115 0.280 0.108 0.172
H -3.014 -13.593 12.050 0.093 -1.004 0.038 0.204
H -1.807 -14.404 10.873 -0.496 -0.152 0.020 0.168
H -2.227 -12.667 10.930 0.721 0.092 -0.225 0.156
H 1.881 -14.198 13.777 -0.050 -0.093 -0.068 0.344
H 0.292 -14.013 14.132 0.099 -0.368 0.656 0.394
C 3.793 -12.865 16.814 -0.167 -0.745 0.407 -0.634
C 2.665 -12.321 17.746 1.291 -0.059 -1.078 -0.089
C 3.035 -11.000 18.412 0.478 0.512 1.014 -0.065
O 2.907 -9.878 17.557 -0.681 -0.596 -1.247 -0.572
C 3.914 -8.908 17.572 0.564 0.343 0.528 -0.242
N 1.445 -12.214 16.879 1.505 0.369 1.138 -0.839
H 4.632 -13.255 17.394 0.157 0.395 0.077 0.217
H 4.162 -12.278 15.972 -0.193 0.452 0.219 0.209
H 3.358 -13.774 16.388 0.118 -0.029 -0.226 0.216
H 2.613 -13.163 18.435 -0.738 0.627 0.548 0.236
H 4.058 -10.993 18.803 0.139 -0.534 -0.187 0.189
H 2.447 -10.790 19.313 -0.264 -0.287 0.004 0.161
H 3.873 -8.364 18.521 0.075 0.263 -0.076 0.167
H 3.795 -8.223 16.733 -0.459 -0.004 0.086 0.196
H 4.939 -9.280 17.464 -0.116 -0.533 0.091 0.173
H 1.789 -11.458 16.283 -0.887 0.259 -0.285 0.377
H 1.646 -13.016 16.283 -1.376 -0.122 -0.524 0.436
C -0.702 -8.293 19.492 -0.467 1.092 -0.198 -0.617
C -1.116 -9.367 18.521 0.461 -0.283 0.616 -0.089
C -0.915 -8.929 17.085 1.202 -0.725 -0.660 -0.069
O -1.003 -10.071 16.217 0.184 0.753 0.881 -0.552
C -1.024 -9.715 14.826 -2.099 -0.619 1.031 -0.259
N -0.296 -10.581 18.876 0.228 1.222 -0.141 -0.843
H 0.310 -7.915 19.330 0.160 -0.355 -0.006 0.207
H -0.809 -8.678 20.505 0.005 0.281 0.094 0.216
H -1.342 -7.418 19.352 -0.106 -0.010 0.330 0.222
H -2.137 -9.668 18.760 -0.097 0.065 -0.476 0.241
H 0.108 -8.558 16.944 0.166 0.155 0.399 0.173
H -1.540 -8.100 16.745 -0.568 -0.260 0.257 0.198
H -1.851 -9.003 14.747 0.331 0.469 -0.319 0.180
H -1.465 -10.611 14.390 0.803 -0.106 -0.579 0.235
H -0.100 -9.319 14.411 0.182 -0.270 0.129 0.182
H 0.681 -10.290 18.896 0.039 0.016 -0.593 0.377
H -0.458 -10.650 19.878 -0.446 -0.952 -0.075 0.399
```
Positions in Å, forces in eV/Å.

Calculated values
Strongest force on any atom (hartree/bohr): 0.10296
Spin multiplicity: 2
E_LUMO (alpha / beta) (eV): 0.2320 / 0.2325
Total charge: 0
Calculated total energy (eV): -59729.260
HOMO level (alpha / beta) (Ha): -0.2579 / -0.2587
HOMO-LUMO gap (alpha / beta) (eV): 7.25 / 7.27

=====

Below is a structure of composition C16H43O18S4V, with properties calculated with the ωB97M-V functional and the def2-TZVPD basis.

```
82
Properties=species:S:1:pos:R:3:forces:R:3:lowdin_charge:R:1
O 5.568 7.704 -1.012 -3.701 -0.448 -1.407 -0.295
V 4.155 7.488 -1.780 5.062 0.045 -1.729 1.208
O 4.582 7.537 -3.334 -1.476 -0.076 3.259 -0.296
C 1.566 1.050 0.449 -1.153 0.237 0.540 -0.025
C 2.062 2.406 0.038 0.329 -0.046 -0.232 -0.796
O 2.117 3.349 0.831 -0.166 0.904 1.166 -0.014
O 2.458 2.549 -1.138 0.259 -0.016 -1.130 -0.003
H 0.778 0.754 -0.243 0.663 -0.600 -0.608 0.074
H 0.961 1.121 1.353 0.512 0.187 0.519 0.068
H 2.404 0.372 0.606 -0.316 -0.213 -0.358 0.079
C 0.292 0.081 -6.882 -0.914 -0.266 -1.535 -0.197
O 1.572 0.472 -6.494 0.435 -0.011 1.021 -0.104
H -0.585 0.195 -6.245 0.472 0.410 0.830 0.076
H 0.058 0.641 -7.787 -0.333 -0.101 -0.285 0.071
H 0.279 -0.978 -7.141 0.340 -0.050 -0.045 0.075
H 1.521 1.168 -5.835 0.004 0.010 0.033 0.079
C 2.241 1.843 6.784 -0.832 -0.203 -0.637 -0.173
O 2.375 3.164 6.308 0.585 0.637 0.409 -0.126
H 2.229 1.834 7.874 0.140 0.210 -0.131 0.079
H 1.276 1.491 6.421 -0.150 -0.497 0.268 0.073
H 2.997 1.152 6.409 0.278 0.093 0.073 0.073
H 2.370 3.188 5.348 -0.024 -0.237 -0.016 0.074
O -3.505 -4.960 -6.132 -0.192 -0.416 0.456 -0.296
S -4.018 -5.184 -4.807 -1.037 -1.312 1.010 0.657
O -4.627 -6.473 -4.411 1.493 2.229 -0.841 -0.320
O -2.806 -4.804 -3.747 -1.112 -0.318 -0.732 -0.283
C -1.657 -5.704 -3.773 0.360 -0.749 0.114 -0.269
C -0.608 -5.095 -2.865 -0.396 1.465 -1.074 -0.068
C -5.257 -3.887 -4.445 1.544 -0.686 0.348 -0.102
H -1.265 -5.766 -4.788 -0.313 -0.228 -0.066 0.116
H -1.944 -6.682 -3.385 -0.341 -0.034 -0.320 0.116
H -0.169 -4.311 -3.482 0.065 0.476 0.314 0.076
H 0.269 -5.673 -2.571 -0.678 -0.536 0.296 0.084
H -1.204 -4.611 -2.092 0.711 -0.158 0.602 0.081
H -5.434 -3.951 -3.371 -0.018 0.243 -0.104 0.066
H -6.174 -4.104 -4.994 0.353 -0.098 -0.144 0.074
H -4.748 -2.975 -4.755 -0.437 0.133 0.144 0.067
O -5.957 3.435 -0.944 0.044 1.113 0.402 -0.285
S -5.382 4.723 -1.218 -1.013 0.484 0.427 0.655
O -4.520 4.789 -2.364 -0.010 0.866 0.749 -0.287
O -6.682 5.779 -1.405 1.463 -1.100 0.298 -0.268
C -6.402 7.159 -1.679 0.194 1.245 0.001 -0.293
C -6.767 8.114 -0.530 -0.410 -0.820 -0.436 -0.073
C -4.679 5.471 0.370 -0.369 -0.775 -1.237 -0.083
H -7.025 7.488 -2.511 -0.015 -0.559 -0.218 0.118
H -5.369 7.330 -1.985 0.129 -0.385 -0.093 0.110
H -7.744 7.765 -0.196 0.087 0.085 0.569 0.082
H -6.952 9.111 -0.932 0.319 0.042 -0.031 0.077
H -6.027 8.156 0.269 -0.233 -0.049 0.060 0.062
H -5.501 5.395 1.081 0.075 0.089 -0.119 0.069
H -4.366 6.501 0.197 -0.153 -0.147 -0.132 0.050
H -3.829 4.878 0.708 -0.106 -0.098 -0.238 0.066
O 9.064 1.767 -1.979 -0.630 -0.201 0.813 -0.281
S 9.072 0.892 -0.842 1.087 0.349 0.613 0.659
O 10.377 0.419 -0.398 -1.846 0.179 -0.020 -0.299
O 8.324 1.706 0.438 0.026 -0.799 -3.664 -0.262
C 8.348 1.092 1.685 1.895 0.338 1.932 -0.315
C 9.258 2.025 2.546 -0.943 -1.206 0.339 -0.055
C 7.937 -0.493 -1.108 0.141 0.727 0.679 -0.105
H 8.804 0.103 1.649 0.176 -0.072 -0.135 0.101
H 7.367 0.941 2.135 -0.268 0.438 -0.360 0.121
H 10.260 2.091 2.121 -0.201 0.077 -0.122 0.077
H 9.331 1.567 3.532 0.144 0.148 0.206 0.071
H 8.786 3.001 2.660 0.166 0.012 -0.157 0.076
H 8.302 -1.182 -1.870 0.198 0.297 0.103 0.078
H 6.975 -0.056 -1.376 0.102 -0.046 -0.065 0.076
H 7.866 -0.973 -0.132 -0.066 -0.214 -0.167 0.057
O -0.595 -4.727 5.397 -2.626 -1.024 1.159 -0.324
S -1.849 -5.333 5.910 2.133 -0.353 -1.705 0.693
O -2.068 -5.478 7.336 -0.362 0.685 -1.923 -0.287
O -3.118 -4.564 5.165 1.399 -0.550 2.411 -0.274
C -3.116 -4.494 3.749 -1.314 -0.729 -0.552 -0.284
C -4.384 -5.192 3.282 -0.388 -0.368 -0.489 -0.077
C -2.007 -7.039 5.127 -0.369 1.616 0.844 -0.090
H -2.260 -5.009 3.314 0.223 0.562 0.077 0.104
H -3.247 -3.459 3.435 0.848 0.071 0.163 0.127
H -4.262 -5.433 2.226 -0.216 0.083 -0.145 0.080
H -5.283 -4.588 3.407 0.167 0.231 -0.046 0.079
H -4.620 -6.128 3.789 0.438 -0.071 0.145 0.071
H -1.797 -6.966 4.060 -0.013 -0.015 0.216 0.057
H -3.056 -7.252 5.334 0.136 -0.398 -0.163 0.057
H -1.334 -7.729 5.637 -0.055 0.262 0.004 0.068
```
Positions in Å, forces in eV/Å.

Calculated values
Strongest force on any atom (hartree/bohr): 0.10403
E_LUMO (eV): -4.9752
Total charge: 0
Calculated total energy (eV): -123161.145
HOMO level (Ha): -0.2824
HOMO-LUMO gap (eV): 2.71
ΔE to the lowest compared entry with this formula, charge and spin (kcal/mol): 264.4

=====

Below is a structure of composition C16H44CrN4O8S, with properties calculated with the ωB97M-V functional and the def2-TZVPD basis.

```
74
Properties=species:S:1:pos:R:3:forces:R:3:lowdin_charge:R:1
Cr -33.646 -19.950 -25.311 -0.123 -0.046 -0.372 0.676
S -32.584 -18.284 -23.589 2.628 3.239 2.961 0.211
O -31.512 -18.757 -22.714 -0.347 -0.311 -0.340 -0.338
O -32.243 -18.526 -24.993 2.118 0.099 -2.826 -0.443
O -33.778 -19.102 -23.473 -3.325 -2.900 0.709 -0.391
O -32.926 -16.889 -23.378 0.005 0.093 -0.166 -0.326
C -32.049 -23.257 -26.054 1.100 0.839 1.027 -0.026
C -31.327 -22.271 -25.012 -0.430 -1.316 -1.499 -0.336
C -30.152 -21.484 -25.681 -0.479 -0.142 -0.121 -0.136
O -30.544 -20.743 -26.849 0.025 -0.027 0.797 -0.226
C -29.482 -20.066 -27.510 -0.090 -0.572 -0.778 -0.077
N -32.283 -21.425 -24.340 -0.224 -0.060 0.336 0.019
H -32.523 -24.136 -25.619 -0.023 0.193 0.607 0.066
H -31.203 -23.676 -26.599 -0.380 0.142 -0.784 0.078
H -32.826 -22.746 -26.623 0.443 0.078 -0.404 0.050
H -30.978 -22.965 -24.247 1.092 0.071 -0.158 0.136
H -29.415 -22.215 -26.015 0.185 -0.234 0.124 0.119
H -29.663 -20.801 -24.986 -0.154 0.016 0.326 0.136
H -29.861 -19.969 -28.527 0.302 0.130 -0.171 0.082
H -28.573 -20.667 -27.530 0.035 -0.322 -0.051 0.087
H -29.160 -19.072 -27.199 -0.625 0.122 0.776 0.089
H -32.809 -22.018 -23.714 -0.569 -0.257 -0.037 0.103
H -31.781 -20.882 -23.652 0.336 0.992 0.166 0.076
C -37.789 -18.481 -25.366 0.751 -1.192 0.511 -0.034
C -36.470 -19.170 -24.850 -1.283 0.121 0.311 -0.367
C -36.553 -20.706 -24.949 -0.855 1.461 -1.239 -0.178
O -35.322 -21.361 -24.876 -0.011 0.162 0.677 -0.248
C -35.488 -22.743 -24.862 0.490 -1.321 -0.771 -0.091
N -35.371 -18.590 -25.640 -0.736 0.022 0.450 0.029
H -37.594 -17.410 -25.429 -0.333 0.004 0.337 0.084
H -38.644 -18.747 -24.744 -0.054 0.380 0.074 0.080
H -38.016 -18.823 -26.376 0.068 -0.098 -0.157 0.075
H -36.331 -18.919 -23.798 0.281 0.219 -0.089 0.142
H -36.932 -20.798 -25.967 -0.389 -0.884 -0.252 0.124
H -37.253 -21.125 -24.225 -0.113 0.104 0.028 0.142
H -35.908 -23.115 -25.796 -0.393 0.214 -0.319 0.093
H -36.126 -23.135 -24.070 0.092 0.338 0.357 0.104
H -34.508 -23.219 -24.851 0.028 0.185 0.472 0.072
H -35.761 -18.280 -26.518 0.152 -0.321 -0.639 0.092
H -35.284 -17.705 -25.161 1.127 0.386 0.126 0.101
C -32.338 -15.548 -29.085 0.418 -0.892 1.284 -0.038
C -31.853 -16.562 -27.944 0.035 1.523 -0.142 -0.375
C -30.594 -15.992 -27.213 -1.246 -1.109 -2.098 -0.188
O -29.564 -15.972 -28.225 -0.690 0.223 1.588 -0.201
C -28.498 -15.248 -27.651 0.526 -1.183 -0.764 -0.122
N -32.957 -16.789 -27.002 -0.267 1.114 -0.296 0.049
H -32.633 -14.596 -28.643 -0.270 -0.056 0.256 0.070
H -33.196 -16.008 -29.576 0.050 0.197 -0.101 0.044
H -31.552 -15.276 -29.790 0.071 -0.473 -0.050 0.068
H -31.590 -17.488 -28.455 0.175 -0.194 0.127 0.113
H -30.388 -16.614 -26.343 0.510 -0.244 -0.019 0.122
H -30.785 -14.985 -26.842 -0.120 0.274 -0.081 0.120
H -28.847 -14.251 -27.383 0.513 0.196 -0.016 0.090
H -27.698 -15.325 -28.387 0.107 0.796 0.000 0.088
H -28.132 -15.816 -26.795 0.034 0.348 0.522 0.086
H -32.718 -17.262 -26.142 0.853 -1.375 -0.214 0.003
H -33.014 -15.906 -26.515 -0.860 0.994 -0.307 0.075
C -35.069 -21.213 -28.634 1.334 0.334 -0.532 -0.018
C -33.531 -20.900 -28.627 -2.473 -0.558 -2.229 -0.380
C -33.159 -20.089 -29.914 -0.855 -0.005 0.122 -0.161
O -33.905 -18.852 -29.927 0.454 -0.746 -1.005 -0.193
C -33.887 -18.184 -31.202 -0.086 1.057 0.600 -0.100
N -33.266 -20.142 -27.447 1.897 0.957 0.020 0.025
H -35.326 -21.941 -27.865 -0.049 0.144 0.043 0.061
H -35.371 -21.571 -29.618 -0.144 -0.123 0.087 0.080
H -35.526 -20.238 -28.465 -0.397 -0.212 0.113 0.075
H -32.946 -21.818 -28.678 0.064 -0.051 0.271 0.135
H -33.400 -20.653 -30.815 -0.340 -0.322 0.004 0.119
H -32.082 -19.952 -30.004 0.312 0.514 0.387 0.117
H -34.186 -18.712 -32.108 0.141 -0.955 0.335 0.085
H -32.936 -17.682 -31.382 0.341 -0.299 0.017 0.084
H -34.604 -17.364 -31.160 -0.127 -0.041 0.433 0.085
H -33.355 -19.179 -27.739 -1.379 1.053 0.187 0.070
H -32.264 -20.084 -27.559 1.148 -0.494 1.456 0.067
```
Positions in Å, forces in eV/Å.

Calculated values
Strongest force on any atom (hartree/bohr): 0.09947
Spin multiplicity: 5
E_LUMO (alpha / beta) (eV): 0.2711 / 0.2609
Total charge: 0
Calculated total energy (eV): -78901.634
HOMO level (alpha / beta) (Ha): -0.2253 / -0.2974
HOMO-LUMO gap (alpha / beta) (eV): 6.40 / 8.35
ΔE to the lowest compared entry with this formula, charge and spin (kcal/mol): 57.9